{"formula": "C15H10F2N6", "method": "ωB97M-V with the def2-TZVPD basis set", "e_tot_ev": -30091.5001, "smiles": "N#Cc1ccc2nc(-c3cncnc3C(F)F)n(C3CC3)c2n1", "total_charge": 0, "lumo_ev": -0.7, "homo_ev": -9.480, "mol_weight_g_mol": 312.28, "spin_multiplicity": 1, "symbols": ["N", "F", "F", "C", "N", "N", "N", "N", "C", "C", "C", "C", "C", "C", "C", "C", "C", "C", "N", "C", "C", "C", "C", "H", "H", "H", "H", "H", "H", "H", "H", "H", "H"], "positions_angstrom": [[2.95, 5.66, 0.78], [-2.94, -0.61, 0.34], [-3.85, -2.51, 1.04], [2.46, 4.64, 1.06], [-0.08, -0.29, 1.67], [0.49, -4.02, -1.01], [1.56, 2.56, 0.24], [-1.65, -3.90, -0.07], [0.04, -0.64, 0.42], [-0.66, -4.59, -0.65], [0.64, -2.75, -0.68], [1.77, 3.41, 1.29], [0.92, 1.39, 0.49], [-1.52, -2.60, 0.26], [1.32, 3.10, 2.60], [0.69, 1.86, 2.82], [0.45, 1.00, 1.74], [-0.31, -1.98, -0.02], [0.64, 0.37, -0.35], [-2.67, -1.83, 0.93], [-0.45, 0.02, -2.74], [-0.20, 1.53, -2.44], [0.71, 0.47, -1.81], [-0.89, -5.60, -0.99], [1.56, -2.27, -0.93], [1.46, 3.82, 3.43], [0.44, 1.56, 3.84], [-2.35, -1.60, 1.94], [-1.35, -0.43, -2.32], [-0.19, -0.34, -3.75], [0.17, 2.21, -3.21], [-0.92, 1.99, -1.74], [1.75, 0.39, -2.19]], "nbo_charge": [-0.272, -0.340, -0.322, 0.254, -0.450, -0.423, -0.392, -0.423, 0.410, 0.260, 0.114, 0.064, 0.328, 0.207, -0.226, -0.148, 0.068, -0.171, -0.369, 0.540, -0.421, -0.407, -0.074, 0.201, 0.199, 0.241, 0.234, 0.164, 0.232, 0.233, 0.233, 0.227, 0.229]}

---

{"formula": "C5H63BrFN4O27", "method": "ωB97M-V with the def2-TZVPD basis set", "e_tot_ev": -140196.2201, "total_charge": 1, "lumo_ev": -5.3, "homo_ev": -12.590, "mol_weight_g_mol": 710.46, "spin_multiplicity": 1, "symbols": ["C", "C", "C", "Br", "N", "C", "N", "C", "N", "N", "F", "H", "H", "H", "H", "H", "H", "H", "H", "H", "O", "H", "H", "O", "H", "H", "O", "H", "H", "O", "H", "H", "O", "H", "H", "O", "H", "H", "O", "H", "H", "O", "H", "H", "O", "H", "H", "O", "H", "H", "O", "H", "H", "O", "H", "H", "O", "H", "H", "O", "H", "H", "O", "H", "H", "O", "H", "H", "O", "H", "H", "O", "H", "H", "O", "H", "H", "O", "H", "H", "O", "H", "H", "O", "H", "H", "O", "H", "H", "O", "H", "H", "O", "H", "H", "O", "H", "H", "O", "H", "H"], "positions_angstrom": [[-3.58, 0.49, 0.49], [-2.86, -0.48, -0.62], [-1.42, -1.13, -0.11], [-1.36, -2.98, -0.95], [-0.20, -0.39, -0.63], [1.13, -0.93, -1.17], [2.11, 0.17, -1.63], [1.25, 1.37, -1.31], [1.46, 2.72, -1.43], [-0.08, 0.99, -0.70], [-0.90, 2.00, -0.35], [-3.43, 1.63, 0.13], [-3.16, 0.40, 1.57], [-4.75, 0.26, 0.45], [-2.62, 0.18, -1.57], [-3.57, -1.35, -0.98], [-1.41, -1.31, 1.06], [1.43, -2.09, -1.25], [1.43, 3.18, -2.37], [1.56, 3.27, -0.52], [5.49, 0.58, -1.68], [5.50, 0.77, -2.63], [4.57, 0.30, -1.50], [-0.53, -3.44, 2.60], [-0.88, -3.63, 1.72], [0.41, -3.26, 2.45], [6.91, 0.66, -4.14], [6.88, -0.31, -4.14], [7.53, 0.88, -4.85], [-1.77, -1.29, 3.88], [-2.50, -1.31, 4.51], [-1.48, -2.21, 3.83], [2.12, 1.30, 2.05], [1.77, 1.11, 1.17], [3.06, 1.48, 1.90], [-1.75, -1.17, -4.15], [-2.01, -0.42, -4.72], [-1.43, -0.74, -3.34], [4.88, 3.62, -2.07], [4.15, 3.60, -1.43], [5.17, 2.69, -2.12], [2.14, -0.19, 4.61], [2.14, 0.01, 3.67], [1.22, -0.46, 4.79], [-4.58, -1.75, 4.32], [-5.43, -1.56, 4.75], [-4.72, -2.62, 3.91], [8.34, -2.04, -3.68], [9.18, -2.21, -3.23], [7.84, -2.86, -3.56], [3.70, -0.67, 0.82], [3.35, -0.86, -0.06], [4.64, -0.50, 0.67], [8.18, -0.67, -0.49], [8.61, 0.16, -0.24], [7.32, -0.40, -0.85], [5.51, 2.21, 1.15], [5.16, 2.02, 0.27], [6.45, 2.38, 1.00], [5.18, 5.15, 1.41], [5.16, 4.18, 1.40], [5.80, 5.37, 0.70], [-5.66, -1.60, -1.57], [-5.38, -2.04, -2.39], [-6.59, -1.40, -1.73], [-8.31, -2.33, -0.42], [-7.47, -2.50, 0.03], [-8.81, -3.15, -0.30], [7.09, 1.15, 3.53], [6.63, 0.55, 4.13], [6.37, 1.70, 3.16], [-3.14, -4.43, 4.71], [-3.17, -5.40, 4.70], [-2.52, -4.20, 4.00], [-7.24, -0.61, 5.45], [-6.81, 0.22, 5.70], [-8.10, -0.34, 5.10], [-5.44, -2.24, -4.70], [-5.79, -2.43, -5.59], [-4.50, -2.07, -4.86], [-0.07, 5.06, -2.26], [-0.70, 5.78, -2.38], [-0.58, 4.37, -1.81], [-5.20, -2.13, 1.48], [-5.57, -1.52, 2.14], [-4.26, -1.89, 1.45], [-3.81, -7.17, 4.36], [-4.66, -6.98, 4.78], [-3.95, -8.04, 3.94], [7.58, -0.18, -6.61], [7.00, -0.89, -6.31], [7.96, -0.51, -7.44], [-7.80, 0.97, -0.68], [-7.82, 0.00, -0.69], [-7.18, 1.19, -1.39], [-8.37, 3.65, -1.69], [-8.83, 3.05, -1.09], [-9.08, 4.20, -2.06], [3.86, 7.74, -0.02], [4.70, 7.57, 0.43], [3.36, 6.92, 0.10]], "mulliken_charge": [-0.979, -0.412, -0.189, -0.167, 0.756, -0.235, -0.239, -0.251, -0.234, 0.224, -0.140, 0.301, 0.321, 0.183, 0.335, 0.322, 0.459, 0.341, 0.308, 0.338, -0.545, 0.313, 0.247, -0.576, 0.258, 0.291, -0.606, 0.262, 0.306, -0.554, 0.287, 0.265, -0.686, 0.353, 0.296, -0.603, 0.320, 0.294, -0.592, 0.251, 0.355, -0.625, 0.330, 0.316, -0.579, 0.277, 0.326, -0.580, 0.296, 0.308, -0.523, 0.288, 0.275, -0.647, 0.305, 0.326, -0.347, 0.127, 0.263, -0.614, 0.315, 0.318, -0.506, 0.222, 0.250, -0.644, 0.324, 0.288, -0.629, 0.318, 0.276, -0.590, 0.356, 0.259, -0.648, 0.323, 0.316, -0.600, 0.293, 0.291, -0.611, 0.323, 0.293, -0.545, 0.344, 0.179, -0.665, 0.318, 0.303, -0.599, 0.308, 0.294, -0.626, 0.310, 0.334, -0.634, 0.322, 0.310, -0.610, 0.317, 0.302]}

---

{"formula": "C30H26O4S2", "method": "ωB97M-V with the def2-TZVPD basis set", "e_tot_ev": -61385.4544, "total_charge": 0, "lumo_ev": 0.1, "homo_ev": -6.595, "mol_weight_g_mol": 514.67, "spin_multiplicity": 1, "symbols": ["C", "C", "C", "C", "C", "C", "C", "C", "C", "C", "C", "H", "H", "H", "H", "H", "H", "H", "H", "H", "H", "H", "C", "C", "C", "C", "C", "S", "C", "C", "C", "C", "C", "C", "O", "O", "S", "C", "C", "C", "C", "C", "C", "O", "O", "C", "C", "H", "H", "H", "H", "H", "H", "H", "H", "H", "H", "H", "H", "H", "H", "H"], "positions_angstrom": [[2.06, 0.09, -0.18], [3.41, -0.17, 0.47], [3.20, 0.28, 1.88], [2.03, 0.93, 2.03], [1.28, 1.04, 0.72], [1.22, 2.51, 0.27], [0.54, 3.37, 1.12], [0.42, 4.73, 0.81], [0.99, 5.23, -0.36], [1.69, 4.37, -1.20], [1.82, 3.01, -0.89], [2.12, 0.40, -1.22], [1.44, -0.94, -0.15], [3.73, -1.23, 0.37], [4.17, 0.44, -0.05], [3.94, 0.09, 2.67], [1.61, 1.37, 2.93], [0.10, 2.99, 2.05], [-0.12, 5.37, 1.51], [0.88, 6.29, -0.61], [2.17, 4.75, -2.11], [2.37, 2.34, -1.55], [-0.68, 1.64, -3.77], [0.15, 0.52, -3.85], [0.35, -0.27, -2.72], [-0.32, 0.03, -1.51], [0.06, -0.87, -0.35], [-0.72, -0.56, 1.17], [0.03, -1.26, 2.61], [-0.45, -0.82, 3.85], [0.17, -1.28, 5.02], [1.23, -2.18, 4.95], [1.68, -2.64, 3.71], [1.06, -2.19, 2.54], [-0.19, 0.91, 1.16], [-2.16, -0.65, 1.14], [-0.44, -2.60, -0.75], [-2.09, -2.55, -1.42], [-3.18, -2.66, -0.56], [-4.47, -2.54, -1.07], [-4.67, -2.42, -2.44], [-3.58, -2.41, -3.31], [-2.28, -2.50, -2.80], [0.50, -3.11, -1.72], [-0.59, -3.26, 0.54], [-1.21, 1.09, -1.46], [-1.34, 1.93, -2.58], [-0.84, 2.26, -4.66], [0.67, 0.24, -4.77], [1.08, -1.08, -2.74], [-1.28, -0.12, 3.88], [-0.19, -0.92, 5.99], [1.71, -2.54, 5.86], [2.50, -3.36, 3.63], [1.40, -2.59, 1.59], [-3.03, -2.84, 0.50], [-5.31, -2.57, -0.37], [-5.69, -2.36, -2.84], [-3.72, -2.35, -4.39], [-1.42, -2.52, -3.46], [-1.80, 1.31, -0.57], [-1.99, 2.81, -2.51]], "nbo_charge": [-0.549, -0.436, -0.148, -0.245, 0.208, 0.051, -0.235, -0.194, -0.221, -0.206, -0.222, 0.234, 0.346, 0.209, 0.215, 0.214, 0.221, 0.218, 0.212, 0.216, 0.215, 0.221, -0.224, -0.204, -0.231, -0.089, -0.876, 2.128, -0.224, -0.194, -0.219, -0.176, -0.203, -0.172, -0.753, -0.881, 2.166, -0.257, -0.197, -0.210, -0.196, -0.224, -0.199, -0.947, -0.987, -0.157, -0.216, 0.215, 0.216, 0.244, 0.235, 0.226, 0.224, 0.227, 0.252, 0.248, 0.217, 0.215, 0.218, 0.237, 0.224, 0.217]}

---

{"formula": "C39H79NO19", "method": "ωB97M-V with the def2-TZVPD basis set", "e_above_lowest_kcal_mol": 69.6, "e_tot_ev": -82116.1489, "smiles": "CCOC(C)=O.CCOC(C)=O.CCOC(C)=O.CCOC(C)=O.CCOC(C)=O.CCOC(C)=O.CCOC(C)=O.CCOC(C)=O.CCOC(C)=O.CN(C)C=O", "total_charge": 0, "lumo_ev": 0.3, "homo_ev": -9.637, "mol_weight_g_mol": 866.05, "spin_multiplicity": 1, "symbols": ["C", "O", "N", "C", "C", "H", "H", "H", "H", "H", "H", "H", "O", "C", "O", "C", "C", "C", "H", "H", "H", "H", "H", "H", "H", "H", "O", "C", "O", "C", "C", "C", "H", "H", "H", "H", "H", "H", "H", "H", "O", "C", "O", "C", "C", "C", "H", "H", "H", "H", "H", "H", "H", "H", "O", "C", "O", "C", "C", "C", "H", "H", "H", "H", "H", "H", "H", "H", "O", "C", "O", "C", "C", "C", "H", "H", "H", "H", "H", "H", "H", "H", "O", "C", "O", "C", "C", "C", "H", "H", "H", "H", "H", "H", "H", "H", "O", "C", "O", "C", "C", "C", "H", "H", "H", "H", "H", "H", "H", "H", "O", "C", "O", "C", "C", "C", "H", "H", "H", "H", "H", "H", "H", "H", "O", "C", "O", "C", "C", "C", "H", "H", "H", "H", "H", "H", "H", "H"], "positions_angstrom": [[-4.28, 14.21, -0.67], [-4.13, 15.40, -0.90], [-5.10, 13.39, -1.40], [-5.07, 11.93, -1.28], [-6.02, 13.90, -2.29], [-3.76, 13.67, 0.14], [-4.33, 11.53, -0.59], [-4.87, 11.45, -2.24], [-6.03, 11.44, -1.11], [-6.22, 14.95, -2.10], [-5.79, 13.87, -3.36], [-6.96, 13.36, -2.14], [-8.21, 9.43, -1.62], [-8.85, 8.79, -0.78], [-8.48, 8.41, 0.45], [-7.15, 8.50, 0.94], [-7.20, 9.02, 2.39], [-10.25, 8.35, -1.21], [-6.59, 9.18, 0.29], [-6.62, 7.56, 0.86], [-7.33, 10.10, 2.41], [-6.21, 8.99, 2.85], [-8.06, 8.67, 2.96], [-10.72, 7.96, -0.31], [-10.11, 7.56, -1.94], [-10.84, 9.14, -1.68], [1.85, 15.58, -0.17], [1.33, 14.57, -0.61], [0.31, 14.52, -1.41], [-0.52, 15.66, -1.59], [-0.05, 16.16, -2.99], [2.02, 13.30, -0.42], [-0.47, 16.33, -0.73], [-1.51, 15.21, -1.64], [-0.56, 17.08, -3.25], [-0.21, 15.32, -3.67], [1.01, 16.42, -2.94], [2.56, 13.24, 0.52], [2.76, 13.06, -1.19], [1.23, 12.54, -0.49], [-9.16, 11.35, 3.69], [-10.02, 11.32, 2.81], [-10.32, 12.26, 1.90], [-9.43, 13.38, 1.76], [-9.42, 13.94, 0.31], [-11.07, 10.18, 2.64], [-8.40, 13.26, 2.10], [-9.87, 14.16, 2.39], [-8.76, 13.42, -0.39], [-9.16, 15.00, 0.29], [-10.43, 13.94, -0.08], [-12.08, 10.60, 2.70], [-10.96, 9.44, 3.44], [-11.03, 9.64, 1.69], [-1.80, 10.88, -7.98], [-1.11, 11.80, -7.52], [-1.40, 12.38, -6.32], [-2.63, 12.09, -5.63], [-2.50, 12.48, -4.13], [0.18, 12.27, -8.14], [-2.98, 11.06, -5.75], [-3.54, 12.59, -5.95], [-3.40, 12.21, -3.59], [-2.31, 13.56, -4.12], [-1.71, 11.90, -3.66], [0.48, 11.52, -8.87], [1.00, 12.21, -7.42], [0.14, 13.22, -8.67], [-2.31, 6.39, 0.14], [-3.28, 7.13, 0.40], [-4.28, 6.82, 1.26], [-4.04, 5.76, 2.25], [-4.06, 6.55, 3.56], [-3.56, 8.47, -0.32], [-3.14, 5.14, 2.15], [-4.89, 5.08, 2.32], [-4.99, 6.33, 4.09], [-3.97, 7.64, 3.58], [-3.18, 6.13, 4.04], [-4.63, 8.68, -0.33], [-3.31, 8.45, -1.38], [-2.99, 9.31, 0.08], [-3.28, 13.46, 2.91], [-4.46, 13.70, 2.75], [-5.04, 14.92, 2.60], [-4.22, 16.10, 2.71], [-3.92, 16.47, 4.17], [-5.44, 12.62, 2.44], [-4.70, 16.94, 2.19], [-3.30, 15.98, 2.15], [-3.86, 15.55, 4.75], [-4.73, 17.12, 4.50], [-2.97, 16.93, 4.41], [-6.24, 13.05, 1.84], [-5.91, 12.22, 3.34], [-4.92, 11.81, 1.92], [-7.00, 18.99, 2.39], [-7.25, 18.26, 1.43], [-8.28, 17.39, 1.32], [-8.97, 16.97, 2.44], [-8.09, 16.23, 3.49], [-6.50, 18.31, 0.13], [-9.73, 16.30, 2.02], [-9.55, 17.73, 2.97], [-7.41, 15.61, 2.91], [-8.60, 15.56, 4.18], [-7.42, 16.87, 4.07], [-7.10, 18.93, -0.54], [-6.33, 17.29, -0.21], [-5.62, 18.86, 0.44], [-5.94, 11.08, -8.95], [-5.70, 11.98, -8.14], [-6.14, 12.01, -6.85], [-6.83, 10.96, -6.22], [-6.41, 10.92, -4.72], [-4.95, 13.25, -8.59], [-6.65, 9.93, -6.54], [-7.91, 11.08, -6.35], [-6.59, 11.89, -4.26], [-5.35, 10.66, -4.70], [-7.01, 10.25, -4.11], [-5.23, 13.59, -9.59], [-3.87, 13.10, -8.55], [-5.16, 14.04, -7.87], [-9.21, 15.06, -3.33], [-9.01, 14.34, -4.32], [-9.70, 13.29, -4.76], [-10.88, 12.86, -4.12], [-10.55, 11.99, -2.88], [-7.86, 14.62, -5.32], [-11.39, 12.21, -4.84], [-11.47, 13.74, -3.89], [-9.84, 12.50, -2.23], [-10.22, 11.01, -3.21], [-11.48, 11.84, -2.32], [-7.29, 13.69, -5.44], [-7.14, 15.32, -4.90], [-8.23, 14.84, -6.32]], "mulliken_charge": [-0.079, -0.653, 1.052, -0.762, -0.834, 0.366, 0.379, -0.253, 0.169, 0.242, -0.007, 0.194, -0.532, 0.802, -0.431, 1.248, -0.666, -1.096, -0.742, 0.247, -0.169, 0.171, 0.338, 0.326, 0.366, 0.165, -0.587, 0.753, -0.264, 0.209, -1.097, -1.071, 0.440, -0.232, 0.378, 0.266, 0.322, 0.316, 0.257, 0.302, -0.599, 0.831, -0.344, 0.325, -0.431, -1.053, -0.079, 0.177, -0.281, 0.123, 0.492, 0.406, 0.356, 0.066, -0.558, 0.827, -0.295, -0.096, -0.324, -1.191, 0.425, -0.053, -0.306, 0.186, 0.444, 0.362, 0.324, 0.283, -0.611, 0.424, -0.219, -0.440, -0.987, -0.362, 0.496, 0.256, 0.298, 0.293, 0.306, -0.185, 0.425, 0.303, -0.639, -0.088, 0.104, -0.096, -1.251, -0.207, 0.145, 0.353, 0.322, 0.293, 0.371, -0.105, 0.542, 0.220, -0.616, 0.678, -0.269, -0.386, -0.789, -0.843, 0.354, 0.338, -0.028, 0.438, 0.387, 0.436, 0.082, 0.317, -0.599, 0.740, -0.069, -0.651, -0.157, -0.885, 0.461, 0.219, -0.239, 0.153, 0.365, 0.353, 0.116, 0.222, -0.648, 0.722, -0.288, -0.502, -0.421, -0.336, 0.313, 0.371, -0.188, 0.212, 0.489, -0.382, 0.311, 0.407]}

---

What is the formula in the first record? C15H10F2N6

---

Repeat the third record exactly.
{"formula": "C30H26O4S2", "method": "ωB97M-V with the def2-TZVPD basis set", "e_tot_ev": -61385.4544, "total_charge": 0, "lumo_ev": 0.1, "homo_ev": -6.595, "mol_weight_g_mol": 514.67, "spin_multiplicity": 1, "symbols": ["C", "C", "C", "C", "C", "C", "C", "C", "C", "C", "C", "H", "H", "H", "H", "H", "H", "H", "H", "H", "H", "H", "C", "C", "C", "C", "C", "S", "C", "C", "C", "C", "C", "C", "O", "O", "S", "C", "C", "C", "C", "C", "C", "O", "O", "C", "C", "H", "H", "H", "H", "H", "H", "H", "H", "H", "H", "H", "H", "H", "H", "H"], "positions_angstrom": [[2.06, 0.09, -0.18], [3.41, -0.17, 0.47], [3.20, 0.28, 1.88], [2.03, 0.93, 2.03], [1.28, 1.04, 0.72], [1.22, 2.51, 0.27], [0.54, 3.37, 1.12], [0.42, 4.73, 0.81], [0.99, 5.23, -0.36], [1.69, 4.37, -1.20], [1.82, 3.01, -0.89], [2.12, 0.40, -1.22], [1.44, -0.94, -0.15], [3.73, -1.23, 0.37], [4.17, 0.44, -0.05], [3.94, 0.09, 2.67], [1.61, 1.37, 2.93], [0.10, 2.99, 2.05], [-0.12, 5.37, 1.51], [0.88, 6.29, -0.61], [2.17, 4.75, -2.11], [2.37, 2.34, -1.55], [-0.68, 1.64, -3.77], [0.15, 0.52, -3.85], [0.35, -0.27, -2.72], [-0.32, 0.03, -1.51], [0.06, -0.87, -0.35], [-0.72, -0.56, 1.17], [0.03, -1.26, 2.61], [-0.45, -0.82, 3.85], [0.17, -1.28, 5.02], [1.23, -2.18, 4.95], [1.68, -2.64, 3.71], [1.06, -2.19, 2.54], [-0.19, 0.91, 1.16], [-2.16, -0.65, 1.14], [-0.44, -2.60, -0.75], [-2.09, -2.55, -1.42], [-3.18, -2.66, -0.56], [-4.47, -2.54, -1.07], [-4.67, -2.42, -2.44], [-3.58, -2.41, -3.31], [-2.28, -2.50, -2.80], [0.50, -3.11, -1.72], [-0.59, -3.26, 0.54], [-1.21, 1.09, -1.46], [-1.34, 1.93, -2.58], [-0.84, 2.26, -4.66], [0.67, 0.24, -4.77], [1.08, -1.08, -2.74], [-1.28, -0.12, 3.88], [-0.19, -0.92, 5.99], [1.71, -2.54, 5.86], [2.50, -3.36, 3.63], [1.40, -2.59, 1.59], [-3.03, -2.84, 0.50], [-5.31, -2.57, -0.37], [-5.69, -2.36, -2.84], [-3.72, -2.35, -4.39], [-1.42, -2.52, -3.46], [-1.80, 1.31, -0.57], [-1.99, 2.81, -2.51]], "nbo_charge": [-0.549, -0.436, -0.148, -0.245, 0.208, 0.051, -0.235, -0.194, -0.221, -0.206, -0.222, 0.234, 0.346, 0.209, 0.215, 0.214, 0.221, 0.218, 0.212, 0.216, 0.215, 0.221, -0.224, -0.204, -0.231, -0.089, -0.876, 2.128, -0.224, -0.194, -0.219, -0.176, -0.203, -0.172, -0.753, -0.881, 2.166, -0.257, -0.197, -0.210, -0.196, -0.224, -0.199, -0.947, -0.987, -0.157, -0.216, 0.215, 0.216, 0.244, 0.235, 0.226, 0.224, 0.227, 0.252, 0.248, 0.217, 0.215, 0.218, 0.237, 0.224, 0.217]}